ORCA calculation (ωB97M-V/def2-TZVPD) on an isolated molecule of H3INP in a non-equilibrium geometry.

Energy above the lowest of the compared OMol25 structures with the same formula, charge and spin   248.7 kJ/mol
SMILES   PNI
Molecular weight   174.909 g/mol
Strongest force on any atom   3.50 eV/A
Electronic energy   -18925.8245 eV
HOMO   -8.75 eV
Frontier orbital gap   8.15 eV

Structure (ORCA input):
```
! RIJCOSX wB97M-V def2-TZVPD def2/J DEFGRID3
* xyz 0 1
N -0.56316 0.39899 0.77362
I -2.02264 -0.90556 1.28960
H 1.00713 -0.89656 -0.94409
P 0.14933 0.15648 -1.30305
H 0.28578 0.13254 1.26847
H 1.14357 1.11411 -1.08454
*
```

ORCA calculation (ωB97M-V/def2-TZVPD) on a cluster of 10 separate species, C34H61NO27 in total in a non-equilibrium geometry.

Energy above the lowest of the compared OMol25 structures with the same formula, charge and spin   37.0 kJ/mol
SMILES   C[C@H]1COC(=O)O1.C[C@H]1COC(=O)O1.C[C@H]1COC(=O)O1.COC(=O)OC.COC(=O)OC.COC(=O)OC.COC(=O)OC.COC(=O)OC.COC(=O)OC.CCCC#N
Molecular weight   915.842 g/mol
Strongest force on any atom   9.65 eV/A
Electronic energy   -93010.4996 eV
HOMO   -9.89 eV
Frontier orbital gap   10.00 eV

Structure (ORCA input):
```
! RIJCOSX wB97M-V def2-TZVPD def2/J DEFGRID3
* xyz 0 1
O 2.40314 -1.23086 -2.26608
H 3.50325 -0.72192 -4.05358
O 1.04434 0.70210 5.46630
H -1.62314 -6.26379 3.16864
C -5.07210 1.80175 5.32812
C -1.45736 1.67757 6.59446
C 6.67958 3.20776 1.56786
H 4.37069 0.79709 -2.23325
O -1.49249 -3.73650 2.14486
O -0.73058 2.41744 5.59228
H 7.48072 2.49225 1.48522
C -6.83123 -1.13262 -5.31672
H -0.69894 -0.60498 4.23660
C -1.06779 0.33098 -5.62411
C 1.25827 1.24305 0.05205
H -3.47131 2.76602 0.63982
H 1.83709 -3.79158 0.63933
H 3.62684 -0.71297 0.30959
H 2.29492 1.17019 0.37026
H -3.12593 -0.90432 -2.71952
C 0.17007 0.75387 0.98275
H 3.81676 -2.98054 1.34094
H -4.71664 3.17474 -4.53888
O 0.30345 -0.10334 -3.83421
H -3.40665 -5.71599 3.12043
H 0.88988 2.48075 -5.77278
H 1.80503 3.13722 -0.91286
O -2.16910 -4.62465 4.26815
O 5.45287 2.68772 0.99170
H -3.03523 2.67852 -4.97961
O 4.15760 2.27736 -0.80640
C 3.04307 -1.52249 -3.52431
O -1.56068 -2.45652 4.17953
H 3.81592 -2.32359 -3.40721
C 5.38527 2.58015 -0.28902
H -2.02234 2.26068 1.57603
C 2.22614 2.21260 3.57650
H -1.52242 -0.94631 2.71084
C 4.70439 -2.45796 1.11129
C -2.50955 -5.86246 3.72353
H 7.10140 4.06168 1.05217
O -4.45506 2.70220 4.49837
H 3.06604 1.94090 -2.38524
O 6.70038 -3.20617 0.23560
H 2.13512 1.26708 3.08996
O -5.57152 -0.62406 -4.84770
C -0.92365 -1.39010 3.52895
H -2.46239 -3.02211 -1.87584
C 4.07914 1.85356 -2.13833
H -2.01776 -3.24390 -0.22774
H 1.83252 1.61783 -4.64044
O -6.43471 1.51651 -5.16241
H 2.98988 2.20203 4.33309
H 0.01971 -1.73407 3.10985
C 0.99467 2.70289 -0.29567
H -3.42666 2.80915 -3.33303
O -3.87074 0.33990 -1.23671
C -0.11106 0.96685 -4.62369
O -4.17861 1.12711 -4.35906
O -0.44484 -2.16958 -3.41248
C -3.68608 2.35126 3.56650
H 1.37970 0.72383 -6.06656
O 5.70860 -2.66185 2.02285
H -2.17734 0.53557 -2.13417
H -7.70632 -0.64537 -4.87058
C 2.00096 -2.29831 -1.48687
H 5.24174 -2.44539 -1.07022
O -3.36569 3.30721 2.66452
C 1.07049 1.47838 -5.33846
C 0.46529 1.93704 5.09280
H -7.05565 -0.99468 -6.31250
H 6.60691 3.52640 2.63414
C -5.41402 0.68712 -4.77354
H -0.85651 0.66092 0.58692
C -2.81698 3.02178 1.41874
H -1.94946 0.95654 -5.86931
O -3.15005 1.07347 3.64926
H 2.61393 2.89938 2.82870
H -2.05190 2.28787 7.25235
C -2.32494 -1.22911 -0.76322
H -0.75456 1.12973 7.20878
C -2.79908 -0.32681 -1.84182
C 4.40212 -0.94619 1.02256
H 1.01069 3.27272 0.65425
H 4.53408 2.48259 -2.92039
H -2.11023 0.95634 6.15874
O 7.90957 -2.98178 2.08197
H -3.69094 -2.86206 -0.44543
H -2.78410 -6.66120 4.46760
C -4.00336 0.07240 -0.00554
H 2.20930 -1.90851 -4.16343
H 0.72095 -2.65883 1.39493
H -0.58855 1.69536 -4.01549
O 6.53594 2.57195 -1.07793
O -4.91024 0.42556 0.76771
C -3.86129 2.50507 -4.32043
O 1.01621 2.71491 4.17729
H -1.24440 -1.11228 -0.68004
C -2.69181 -2.68806 -0.88283
H 0.40429 -0.25053 1.34411
C 0.99315 -3.09778 0.45726
H -4.23377 1.43497 5.95467
H -0.60626 0.17483 -6.57278
C 6.83586 -2.96896 1.49030
H -5.72218 2.31956 6.02614
N -1.28704 3.14017 -1.48213
H 0.20479 1.26617 1.89503
H 0.11911 -3.68379 0.14024
C -0.24345 2.96027 -0.97926
C -0.47965 -1.12607 -4.01129
C 5.37046 -3.04642 -0.13383
H 3.98159 -0.63116 1.99734
H 4.88158 -4.02845 -0.30614
H 1.21460 0.63632 -0.90166
H -2.23863 3.93026 1.07237
H -5.73259 1.07773 4.91770
H -6.77496 -2.23821 -5.28510
O 1.33958 -2.00095 -0.44479
O -1.29508 -0.89595 -4.97449
O 2.49600 -3.58857 -1.75148
C -1.65308 -3.63987 3.55866
H 5.25609 -0.32352 0.82580
O -3.04105 -0.74710 0.34325
*
```

ORCA calculation (ωB97M-V/def2-TZVPD) on a structure of composition C32H51F2O7Zn in a non-equilibrium geometry.

Molecular weight   651.139 g/mol
Strongest force on any atom   4.09 eV/A
Electronic energy   -102178.9217 eV
HOMO   -10.61 eV
Frontier orbital gap   1.11 eV

Structure (ORCA input):
```
! RIJCOSX wB97M-V def2-TZVPD def2/J DEFGRID3
* xyz 1 1
H 0.44096 -4.44345 5.65623
H -8.56229 -0.62856 4.44122
C 2.54436 7.64490 5.73893
H -2.70982 -2.88760 -5.14320
C 6.31267 -5.53512 -3.71921
C -1.12380 -4.89317 -7.45216
O -2.68340 -5.53710 -5.84335
H -0.45838 0.49567 -1.49618
H -0.74445 2.28074 -1.31502
H 3.56896 3.86545 -7.24266
H 1.05774 -7.28263 8.33548
H 7.03988 2.60794 1.82041
H 6.15184 1.79677 -4.83885
H 3.86079 6.93799 7.31055
H 3.70496 3.51398 -5.54747
C -2.67107 -3.19377 -6.18860
Zn -2.65367 4.78588 5.47572
H 0.97275 -3.37848 7.12259
C 0.23065 -5.38696 7.64977
C 4.28347 -6.81004 -3.85093
C 4.97178 2.26468 -6.71022
C -8.42395 1.47978 -5.21843
C 3.68301 3.04684 -6.53205
H 2.54551 -5.93906 -2.83549
H -8.58259 2.79746 -2.14322
H -1.99292 1.10621 -1.21468
H 2.79130 2.42097 -6.56743
C -8.76100 1.73494 -3.91285
O -0.84153 -5.64719 8.10023
C -2.13615 -4.57104 -6.36998
H 4.34659 2.10367 4.18331
C 0.34081 -4.16202 6.70449
H 2.66836 8.87951 3.89318
H -6.77613 -0.90439 4.33175
O 1.44285 7.27770 6.09349
H 0.35690 1.03944 0.73316
H 4.51921 1.21784 -4.96615
C -7.05630 3.39909 -3.71925
H -1.62434 -4.98975 -8.41560
C 4.31182 -4.83734 -2.46226
H -0.56574 -5.82815 -7.40215
H -9.60725 1.17475 -3.54344
H 4.58525 8.04049 6.08675
C -8.16585 2.71078 -3.13580
H -8.41939 0.23382 7.43773
O 5.76037 2.26355 -7.69156
C 2.81302 7.85363 4.23191
C -0.95575 1.28316 -0.92998
H 3.85313 7.59516 4.03327
C -7.34165 2.13557 -5.77177
F -5.62667 3.64683 -5.56509
H -6.86977 1.89496 -6.71296
H -0.53036 -3.99525 -7.62442
H 2.02051 -5.79794 8.58519
C -6.67626 3.06646 -5.01272
C 6.27556 1.35389 3.36341
H -9.60018 0.45130 6.10750
H -2.02753 -2.54303 -6.78061
H 7.35054 -5.31060 -3.91631
C 6.09182 2.12417 2.05546
C 1.36768 -6.33428 7.89652
O 7.07486 0.46278 3.53266
H 5.68806 1.49729 1.26042
H -6.42109 4.14521 -3.26517
C 3.61167 -5.88772 -3.00001
O -1.08213 2.29830 1.52720
C -7.56345 0.51953 5.63774
H -3.68018 -3.12467 -6.59482
H 3.50277 8.66908 7.33261
H 5.88218 0.49663 -5.91083
C -7.63874 -0.80920 4.99125
C 3.70172 7.81578 6.68423
H -8.91598 0.73600 -5.82760
H -7.68036 -1.67490 5.65226
C -0.70792 1.25433 0.64339
H 5.40604 2.94903 2.24886
F 6.22045 -7.43085 -5.12148
H 4.94127 0.66012 4.85725
H 3.85079 -4.31575 -1.63655
C 5.61110 -6.58211 -4.24334
H 6.13018 -3.76161 -2.46447
O -6.71148 1.30494 5.31499
C 5.41882 1.41461 -5.54931
H 1.96738 -6.53350 7.00839
H 3.80124 -7.67272 -4.28638
H 2.12635 7.25478 3.63361
C 5.64674 -4.65561 -2.82974
H -1.30379 0.42528 1.02511
H 5.87062 2.12887 5.21086
C -8.68331 0.82668 6.56198
C 5.28201 1.61299 4.45225
H -8.84633 1.86054 6.86640
H -0.57635 -3.57317 6.69203
*
```

ORCA calculation (ωB97M-V/def2-TZVPD) on a structure of composition C40H44Ge2N5Sr in a non-equilibrium geometry.

Energy above the lowest of the compared OMol25 structures with the same formula, charge and spin   104.2 kJ/mol
Molecular weight   827.667 g/mol
Strongest force on any atom   2.78 eV/A
Electronic energy   -163511.4375 eV
HOMO (spin up / spin down)   -6.71 / -6.70 eV
Frontier orbital gap (spin up / spin down)   6.65 / 4.61 eV

Structure (ORCA input):
```
! RIJCOSX wB97M-V def2-TZVPD def2/J DEFGRID3
* xyz 0 2
C -4.78120 -1.61990 -1.47980
H -2.33360 0.27420 -2.81130
C -3.73300 1.89240 0.05290
C -0.11280 -5.29950 -0.46830
H -5.87470 3.88850 1.77180
H -0.63070 3.14100 -0.55460
N 2.43690 -0.18490 0.32440
H 2.77240 -5.72340 1.36050
C 5.48760 3.90040 0.21240
C 2.01250 3.50160 -0.92110
C 3.46490 -0.14220 -0.70170
H 6.71100 -4.42090 -0.42330
C -0.67290 -4.01700 -0.58220
H -4.10150 -0.74070 4.62560
N 6.62170 4.09030 0.18500
C -3.20240 -0.37850 -2.75850
H 3.92150 -0.21630 1.75670
H -6.17480 -2.80690 -2.58910
C 1.51810 -0.14230 4.87340
C -1.96270 -3.64210 -1.21610
Ge -4.21680 -1.01440 2.04300
H 1.43580 3.57800 -1.83260
C 6.06190 -3.55930 -0.48630
H -2.48900 -4.52840 -1.55950
H -0.62690 0.15850 4.38060
C 1.33570 3.17150 0.28870
C -6.22880 -1.15910 2.03040
C -5.16800 3.58940 1.00940
C -3.56300 -2.89020 2.21620
C 4.80360 -3.67130 -1.05560
C 3.96680 -2.57060 -1.13090
H -5.16270 5.50060 0.04160
C -3.78480 -0.12840 3.78490
H 1.63180 2.82960 2.39770
H 1.95610 -3.32690 0.87910
H 3.62820 -0.41450 4.26030
H -4.96770 1.60920 1.77650
H 2.95490 -0.09870 -1.67230
H 2.98630 -2.66150 -1.58530
H -2.68040 2.50150 -1.71190
H 3.86200 3.98170 -1.87280
Ge -2.91270 0.06230 0.14830
H -2.47690 -2.92850 2.14530
C 1.09030 -5.12600 0.18670
C 4.10750 3.66280 0.24030
H 7.45890 -2.23530 0.45230
H -1.78370 -2.98320 -2.06450
H 4.04730 3.30110 2.35830
N 0.69920 -0.04840 2.76880
H -6.54960 -1.58870 2.97640
C -4.77590 4.49130 0.03560
C 4.38720 -1.33570 -0.64710
Sr 0.12670 -0.16020 0.57220
H 1.52460 -0.14290 5.94670
C -3.71440 -0.72940 -1.51440
C 2.12290 3.09500 1.47210
N 0.13310 -3.11890 -0.03000
H -3.58310 4.78880 -1.71670
H -3.86430 -3.29880 3.17610
H -4.25570 0.84660 3.87520
H -2.59400 -3.10030 -0.51320
C -0.03410 2.95000 0.32290
C 0.39100 0.00140 4.06300
C 2.14390 -6.10520 0.55740
H -3.98490 -3.52420 1.44160
H -2.70940 0.01130 3.85280
H -0.55070 2.90320 1.27020
N 1.18490 -3.80460 0.43850
H -3.36240 -0.54980 -4.88720
C 3.46550 3.34150 1.44920
H 2.78230 -6.31840 -0.30190
H 1.67480 -7.03420 0.87570
H -6.70460 -0.19080 1.91510
H -5.17650 -1.93440 -0.52270
H -6.58710 -1.80330 1.23480
H -0.54330 -6.21760 -0.81500
C -4.84660 -1.72070 -3.87290
C 6.48080 -2.33600 0.00690
H -5.29660 -2.08840 -4.78380
C -3.88360 4.09110 -0.94580
H 4.47800 -4.62100 -1.45380
C -5.34220 -2.11700 -2.64290
C 2.05800 -0.20840 2.70670
C 2.84340 -0.20820 1.54750
H 4.06570 0.77250 -0.58780
C -3.76680 -0.85300 -3.92960
C -3.37200 2.80520 -0.93320
C 5.65310 -1.22990 -0.07990
H 6.00150 -0.27160 0.28240
C -4.64920 2.30700 1.01250
C 2.59010 -0.27610 4.01110
C 3.35780 3.73650 -0.94650
*
```